Computed, not measured: 12 unconnected molecules or ions with the total composition C62H60N2O42P in a non-equilibrium geometry, with the ωB97M-V functional and the def2-TZVPD basis.

Bonds (Å) are listed after each position.
Cartesian coordinates (Å):
1 C -7.066 -6.271 -3.363  C2 1.473, H10 1.090, H11 1.090, H12 1.090
2 C -7.132 -4.935 -3.980  C1 1.473, C3 1.569, N6 1.571, H13 1.090
3 C -8.575 -4.351 -4.179  C2 1.569, O4 1.434, H14 1.090, H15 1.090
4 O -9.373 -5.289 -4.913  C3 1.434, C5 1.392
5 C -10.623 -4.895 -5.384  O4 1.392, H16 1.090, H17 1.090, H18 1.090
6 N -6.228 -3.949 -3.156  C2 1.571, H7 1.010, H8 1.010, H9 1.010
7 H -5.252 -4.121 -2.963  N6 1.010
8 H -5.962 -3.135 -3.691  N6 1.010
9 H -6.619 -3.670 -2.268  N6 1.010
10 H -6.072 -6.680 -3.181  C1 1.090
11 H -7.455 -6.945 -4.126  C1 1.090
12 H -7.625 -6.347 -2.431  C1 1.090
13 H -6.674 -4.858 -4.966  C2 1.090
14 H -8.633 -3.342 -4.587  C3 1.090
15 H -9.154 -4.271 -3.259  C3 1.090
16 H -10.888 -5.249 -6.380  C5 1.090
17 H -10.700 -3.825 -5.191  C5 1.090
18 H -11.457 -5.104 -4.713  C5 1.090
19 C 6.824 -0.998 6.295  C20 1.496, H28 1.090, H29 1.090, H30 1.090
20 C 5.994 -2.202 5.983  C19 1.496, C21 1.524, N24 1.501, H31 1.090
21 C 5.534 -2.859 7.279  C20 1.524, O22 1.415, H32 1.090, H33 1.090
22 O 4.436 -3.734 7.110  C21 1.415, C23 1.452
23 C 3.855 -4.528 8.177  O22 1.452, H34 1.090, H35 1.090, H36 1.090
24 N 4.765 -1.745 5.251  C20 1.501, H25 1.010, H26 1.010, H27 1.010
25 H 4.633 -0.756 5.095  N24 1.010
26 H 4.581 -2.108 4.326  N24 1.010
27 H 3.917 -1.887 5.781  N24 1.010
28 H 7.066 -0.332 5.467  C19 1.090
29 H 7.778 -1.324 6.711  C19 1.090
30 H 6.205 -0.380 6.946  C19 1.090
31 H 6.439 -2.893 5.268  C20 1.090
32 H 5.339 -2.112 8.049  C21 1.090
33 H 6.363 -3.429 7.698  C21 1.090
34 H 4.737 -5.096 8.472  C23 1.090
35 H 3.082 -5.161 7.743  C23 1.090
36 H 3.510 -4.056 9.097  C23 1.090
37 P 0.736 -0.117 -0.486  O38 1.585, O39 1.547, O40 1.499, O41 1.536
38 O -0.248 0.984 0.091  P37 1.585
39 O 0.622 -1.348 0.444  P37 1.547
40 O 2.151 0.371 -0.570  P37 1.499
41 O 0.071 -0.547 -1.802  P37 1.536
42 C -5.729 8.123 -3.748  C43 1.365, C48 1.384, H52 1.080
43 C -4.613 8.903 -3.651  C42 1.365, C44 1.502, O51 1.352
44 C -3.398 8.526 -2.852  C43 1.502, O45 1.232, C46 1.418
45 O -2.482 9.313 -2.606  C44 1.232
46 C -3.351 7.116 -2.709  C44 1.418, C47 1.379, H53 1.080
47 C -4.428 6.295 -2.969  C46 1.379, C48 1.530, O50 1.337
48 C -5.809 6.783 -3.410  C42 1.384, C47 1.530, O49 1.233
49 O -6.859 6.148 -3.539  C48 1.233
50 O -4.265 4.970 -2.903  C47 1.337, H54 0.960
51 O -4.414 10.156 -4.119  C43 1.352, H55 0.960
52 H -6.577 8.443 -4.335  C42 1.080
53 H -2.425 6.714 -2.327  C46 1.080
54 H -3.456 4.828 -2.407  O50 0.960
55 H -3.507 10.410 -3.939  O51 0.960
56 C 0.804 7.109 4.709  C57 1.364, C62 1.497, H66 1.080
57 C 1.440 6.089 5.353  C56 1.364, C58 1.478, O65 1.332
58 C 2.209 6.266 6.603  C57 1.478, O59 1.218, C60 1.391
59 O 2.464 5.403 7.423  C58 1.218
60 C 2.521 7.587 6.904  C58 1.391, C61 1.344, H67 1.080
61 C 1.964 8.571 6.177  C60 1.344, C62 1.474, O64 1.332
62 C 0.908 8.536 5.148  C56 1.497, C61 1.474, O63 1.208
63 O 0.379 9.510 4.668  C62 1.208
64 O 2.303 9.835 6.419  C61 1.332, H68 0.960
65 O 1.345 4.805 5.011  C57 1.332, H69 0.960
66 H 0.203 6.905 3.835  C56 1.080
67 H 3.285 7.784 7.642  C60 1.080
68 H 2.055 10.338 5.640  O64 0.960
69 H 0.876 4.599 4.199  O65 0.960
70 C 4.488 7.583 -2.086  C71 1.327, C76 1.415, H80 1.080
71 C 4.921 7.511 -0.834  C70 1.327, C72 1.478, O79 1.328
72 C 5.332 8.681 -0.031  C71 1.478, O73 1.262, C74 1.404
73 O 5.665 8.797 1.181  C72 1.262
74 C 5.312 9.861 -0.793  C72 1.404, C75 1.363, H81 1.080
75 C 4.906 9.996 -2.088  C74 1.363, C76 1.440, O78 1.388
76 C 4.489 8.810 -2.790  C70 1.415, C75 1.440, O77 1.231
77 O 4.106 8.733 -3.957  C76 1.231
78 O 5.095 11.129 -2.867  C75 1.388, H82 0.960
79 O 4.871 6.391 -0.122  C71 1.328, H83 0.960
80 H 4.105 6.722 -2.615  C70 1.080
81 H 5.813 10.739 -0.412  C74 1.080
82 H 5.270 10.897 -3.782  O78 0.960
83 H 4.393 5.656 -0.514  O79 0.960
84 C 2.759 -8.512 2.871  C85 1.354, C90 1.377, H94 1.080
85 C 1.414 -8.584 2.739  C84 1.354, C86 1.518, O93 1.379
86 C 0.579 -9.522 3.591  C85 1.518, O87 1.213, C88 1.471
87 O -0.634 -9.569 3.584  C86 1.213
88 C 1.404 -10.464 4.362  C86 1.471, C89 1.336, H95 1.080
89 C 2.734 -10.357 4.427  C88 1.336, C90 1.538, O92 1.347
90 C 3.562 -9.355 3.607  C84 1.377, C89 1.538, O91 1.235
91 O 4.784 -9.305 3.779  C90 1.235
92 O 3.367 -11.010 5.420  C89 1.347, H96 0.960
93 O 0.684 -7.783 1.887  C85 1.379, H97 0.960
94 H 3.258 -7.877 2.154  C84 1.080
95 H 0.963 -10.983 5.200  C88 1.080
96 H 4.298 -10.803 5.536  O92 0.960
97 H 0.898 -6.855 2.008  O93 0.960
98 C -6.547 3.831 3.771  C99 1.349, C104 1.461, H108 1.080
99 C -6.972 2.664 3.248  C98 1.349, C100 1.538, O107 1.359
100 C -8.481 2.435 3.058  C99 1.538, O101 1.246, C102 1.465
101 O -9.041 1.588 2.337  C100 1.246
102 C -9.209 3.271 4.016  C100 1.465, C103 1.338, H109 1.080
103 C -8.675 4.325 4.646  C102 1.338, C104 1.495, O106 1.354
104 C -7.316 4.899 4.407  C98 1.461, C103 1.495, O105 1.238
105 O -6.856 6.012 4.693  C104 1.238
106 O -9.376 4.979 5.602  C103 1.354, H110 0.960
107 O -6.138 1.720 2.738  C99 1.359, H111 0.960
108 H -5.467 3.861 3.761  C98 1.080
109 H -10.187 3.044 4.413  C102 1.080
110 H -8.932 5.737 5.988  O106 0.960
111 H -5.333 2.162 2.460  O107 0.960
112 C -6.159 -3.726 7.478  C113 1.315, C118 1.557, H122 1.080
113 C -6.957 -4.173 6.533  C112 1.315, C114 1.531, O121 1.375
114 C -6.299 -4.578 5.211  C113 1.531, O115 1.216, C116 1.446
115 O -6.947 -5.214 4.401  C114 1.216
116 C -4.909 -4.238 5.004  C114 1.446, C117 1.315, H123 1.080
117 C -4.111 -3.791 5.950  C116 1.315, C118 1.463, O120 1.373
118 C -4.617 -3.602 7.310  C112 1.557, C117 1.463, O119 1.196
119 O -4.010 -3.283 8.290  C118 1.196
120 O -2.792 -3.502 5.703  C117 1.373, H124 0.960
121 O -8.330 -4.214 6.612  C113 1.375, H125 0.960
122 H -6.627 -3.388 8.391  C112 1.080
123 H -4.396 -4.457 4.080  C116 1.080
124 H -2.602 -3.552 4.763  O120 0.960
125 H -8.707 -4.860 6.011  O121 0.960
126 C 3.454 -6.236 -4.603  C127 1.398, C132 1.444, H136 1.080
127 C 2.386 -6.458 -5.478  C126 1.398, C128 1.497, O135 1.349
128 C 2.349 -7.505 -6.547  C127 1.497, O129 1.175, C130 1.458
129 O 1.486 -7.751 -7.306  C128 1.175
130 C 3.490 -8.408 -6.446  C128 1.458, C131 1.301, H137 1.080
131 C 4.458 -8.239 -5.593  C130 1.301, C132 1.505, O134 1.330
132 C 4.643 -7.051 -4.688  C126 1.444, C131 1.505, O133 1.231
133 O 5.637 -6.844 -3.992  C132 1.231
134 O 5.546 -9.002 -5.653  C131 1.330, H138 0.960
135 O 1.228 -5.777 -5.359  C127 1.349, H139 0.960
136 H 3.500 -5.419 -3.898  C126 1.080
137 H 3.641 -9.264 -7.087  C130 1.080
138 H 6.230 -8.657 -5.074  O134 0.960
139 H 1.420 -4.982 -4.856  O135 0.960
140 C -0.658 4.255 -8.656  C141 1.327, C146 1.463, H150 1.080
141 C -1.170 3.096 -8.260  C140 1.327, C142 1.514, O149 1.335
142 C -2.608 2.626 -8.327  C141 1.514, O143 1.258, C144 1.463
143 O -3.063 1.562 -7.834  C142 1.258
144 C -3.473 3.718 -8.774  C142 1.463, C145 1.359, H151 1.080
145 C -2.958 4.898 -9.211  C144 1.359, C146 1.472, O148 1.314
146 C -1.540 5.293 -9.189  C140 1.463, C145 1.472, O147 1.238
147 O -1.054 6.290 -9.738  C146 1.238
148 O -3.718 5.765 -9.839  C145 1.314, H152 0.960
149 O -0.387 2.263 -7.570  C141 1.335, H153 0.960
150 H 0.374 4.508 -8.464  C140 1.080
151 H -4.523 3.517 -8.929  C144 1.080
152 H -4.522 5.322 -10.117  O148 0.960
153 H -0.900 1.832 -6.883  O149 0.960
154 C 9.835 -0.560 -4.018  C155 1.371, C160 1.491, H164 1.080
155 C 10.133 -0.711 -2.689  C154 1.371, C156 1.480, O163 1.442
156 C 11.443 -1.123 -2.140  C155 1.480, O157 1.261, C158 1.470
157 O 11.707 -1.171 -0.907  C156 1.261
158 C 12.381 -1.397 -3.238  C156 1.470, C159 1.361, H165 1.080
159 C 12.007 -1.446 -4.546  C158 1.361, C160 1.505, O162 1.391
160 C 10.657 -1.123 -5.126  C154 1.491, C159 1.505, O161 1.228
161 O 10.380 -1.288 -6.311  C160 1.228
162 O 12.980 -1.563 -5.533  C159 1.391, H166 0.960
163 O 9.113 -0.367 -1.728  C155 1.442, H167 0.960
164 H 8.814 -0.249 -4.185  C154 1.080
165 H 13.417 -1.529 -2.964  C158 1.080
166 H 12.412 -1.573 -6.307  O162 0.960
167 H 8.265 -0.304 -2.172  O163 0.960

Output
- calculated total energy (eV) = -163506.43416
- largest force on an atom (eV Å⁻¹) = 4.5
- net charge = -1

Computed, not measured: 8 unconnected molecules or ions with the total composition C62H63BrF9INO2S in a non-equilibrium geometry, with the ωB97M-V functional and the def2-TZVPD basis.

Bonds (Å) are listed after each position.
Cartesian coordinates (Å):
1 C 1.338 2.447 4.036  C2 1.211, H36 1.085
2 C 2.273 1.795 3.627  C1 1.211, C3 1.514
3 C 3.142 0.789 2.901  C2 1.514, C4 1.534, H37 1.111, H38 1.110
4 C 2.490 0.285 1.608  C3 1.534, C5 1.411, C31 1.449
5 C 2.613 1.105 0.465  C4 1.411, Br6 1.904, C7 1.452
6 Br 3.520 2.774 0.601  C5 1.904
7 C 2.050 0.613 -0.779  C5 1.452, C8 1.541, C10 1.400
8 C 2.213 1.571 -1.975  C7 1.541, C9 1.573, H39 1.101, H40 1.110
9 C 3.495 1.260 -2.831  C8 1.573, H41 1.110, H42 1.112, H43 1.100
10 C 1.420 -0.636 -0.834  C7 1.400, S11 1.832, N27 1.386
11 S 0.787 -1.273 -2.431  C10 1.832, O12 1.447, O13 1.441, C14 1.865
12 O 1.167 -2.652 -2.646  S11 1.447
13 O 1.384 -0.584 -3.546  S11 1.441
14 C -1.042 -0.966 -2.634  S11 1.865, F15 1.342, F16 1.369, C17 1.566
15 F -1.233 -0.172 -3.700  C14 1.342
16 F -1.411 -0.192 -1.567  C14 1.369
17 C -1.980 -2.217 -2.728  C14 1.566, F18 1.367, F19 1.350, C20 1.577
18 F -3.163 -1.837 -2.159  C17 1.367
19 F -1.569 -3.299 -2.033  C17 1.350
20 C -2.361 -2.700 -4.180  C17 1.577, F21 1.379, F22 1.363, C23 1.563
21 F -3.123 -3.831 -3.975  C20 1.379
22 F -3.186 -1.820 -4.814  C20 1.363
23 C -1.175 -3.171 -5.083  C20 1.563, F24 1.357, F25 1.338, F26 1.332
24 F -1.739 -3.643 -6.224  C23 1.357
25 F -0.559 -4.221 -4.529  C23 1.338
26 F -0.343 -2.197 -5.449  C23 1.332
27 N 1.273 -1.384 0.323  C10 1.386, C28 1.486, C31 1.350
28 C 0.561 -2.688 0.334  N27 1.486, C29 1.581, H44 1.109, H45 1.098
29 C -0.832 -2.686 1.082  C28 1.581, C30 1.557, H46 1.110, H47 1.101
30 C -1.562 -1.312 1.140  C29 1.557, H48 1.104, H49 1.107, H50 1.110
31 C 1.775 -0.971 1.507  C4 1.449, N27 1.350, C32 1.542
32 C 1.678 -1.759 2.829  C31 1.542, C33 1.586, H51 1.113, H52 1.099
33 C 0.855 -1.055 3.986  C32 1.586, C34 1.585, I35 2.183, H53 1.102
34 C -0.492 -1.817 4.335  C33 1.585, H54 1.107, H55 1.109, H56 1.103
35 I 1.967 -1.047 5.865  C33 2.183
36 H 0.599 3.101 4.489  C1 1.085
37 H 4.099 1.320 2.712  C3 1.111
38 H 3.432 -0.055 3.561  C3 1.110
39 H 2.268 2.632 -1.685  C8 1.101
40 H 1.279 1.481 -2.567  C8 1.110
41 H 4.246 0.688 -2.249  C9 1.110
42 H 3.977 2.233 -3.065  C9 1.112
43 H 3.274 0.781 -3.796  C9 1.100
44 H 1.241 -3.401 0.842  C28 1.109
45 H 0.380 -3.122 -0.659  C28 1.098
46 H -1.497 -3.373 0.518  C29 1.110
47 H -0.669 -3.170 2.057  C29 1.101
48 H -0.911 -0.421 1.181  C30 1.104
49 H -2.278 -1.291 0.296  C30 1.107
50 H -2.210 -1.295 2.041  C30 1.110
51 H 2.726 -1.863 3.189  C32 1.113
52 H 1.292 -2.785 2.747  C32 1.099
53 H 0.543 -0.043 3.681  C33 1.102
54 H -0.439 -2.891 4.072  C34 1.107
55 H -0.630 -1.800 5.435  C34 1.109
56 H -1.370 -1.297 3.917  C34 1.103
57 C -7.797 -4.670 -6.604  C58 1.389, C62 1.389, H63 1.083
58 C -8.031 -3.816 -7.674  C57 1.389, C59 1.389, H64 1.083
59 C -7.108 -2.828 -7.990  C58 1.389, C60 1.389, H65 1.083
60 C -5.945 -2.700 -7.241  C59 1.389, C61 1.389, H66 1.084
61 C -5.707 -3.557 -6.174  C60 1.389, C62 1.389, H67 1.079
62 C -6.636 -4.539 -5.853  C57 1.389, C61 1.389, H68 1.083
63 H -8.519 -5.438 -6.356  C57 1.083
64 H -8.935 -3.920 -8.262  C58 1.083
65 H -7.294 -2.157 -8.820  C59 1.083
66 H -5.223 -1.931 -7.490  C60 1.084
67 H -4.804 -3.463 -5.590  C61 1.079
68 H -6.454 -5.205 -5.018  C62 1.083
69 C -3.254 1.408 3.689  C70 1.390, C74 1.389, H75 1.085
70 C -3.739 1.430 2.387  C69 1.390, C71 1.388, H76 1.084
71 C -5.103 1.321 2.151  C70 1.388, C72 1.389, H77 1.083
72 C -5.984 1.200 3.218  C71 1.389, C73 1.389, H78 1.083
73 C -5.499 1.182 4.520  C72 1.389, C74 1.389, H79 1.083
74 C -4.134 1.282 4.756  C69 1.389, C73 1.389, H80 1.083
75 H -2.188 1.490 3.872  C69 1.085
76 H -3.052 1.531 1.555  C70 1.084
77 H -5.480 1.332 1.135  C71 1.083
78 H -7.048 1.121 3.034  C72 1.083
79 H -6.187 1.090 5.351  C73 1.083
80 H -3.757 1.262 5.771  C74 1.083
81 C 6.632 7.761 0.899  C82 1.388, C86 1.389, H87 1.083
82 C 5.631 6.831 0.655  C81 1.388, C83 1.388, H88 1.084
83 C 5.683 5.583 1.259  C82 1.388, C84 1.388, H89 1.084
84 C 6.728 5.265 2.115  C83 1.388, C85 1.388, H90 1.084
85 C 7.728 6.197 2.362  C84 1.388, C86 1.389, H91 1.083
86 C 7.682 7.443 1.751  C81 1.389, C85 1.389, H92 1.083
87 H 6.595 8.734 0.425  C81 1.083
88 H 4.810 7.079 -0.007  C82 1.084
89 H 4.903 4.856 1.062  C83 1.084
90 H 6.765 4.292 2.590  C84 1.084
91 H 8.543 5.951 3.031  C85 1.083
92 H 8.464 8.168 1.939  C86 1.083
93 C -7.608 1.036 -4.571  C94 1.389, C98 1.389, H99 1.084
94 C -8.664 1.935 -4.492  C93 1.389, C95 1.388, H100 1.083
95 C -9.881 1.632 -5.087  C94 1.388, C96 1.389, H101 1.083
96 C -10.046 0.425 -5.754  C95 1.389, C97 1.389, H102 1.083
97 C -8.991 -0.476 -5.830  C96 1.389, C98 1.388, H103 1.083
98 C -7.771 -0.169 -5.243  C93 1.389, C97 1.388, H104 1.083
99 H -6.657 1.275 -4.110  C93 1.084
100 H -8.537 2.874 -3.966  C94 1.083
101 H -10.702 2.336 -5.031  C95 1.083
102 H -10.997 0.186 -6.214  C96 1.083
103 H -9.120 -1.419 -6.349  C97 1.083
104 H -6.948 -0.870 -5.307  C98 1.083
105 C 2.886 -4.526 7.423  C106 1.388, C110 1.389, H111 1.084
106 C 1.870 -5.435 7.157  C105 1.388, C107 1.389, H112 1.084
107 C 1.921 -6.712 7.700  C106 1.389, C108 1.389, H113 1.083
108 C 2.983 -7.077 8.516  C107 1.389, C109 1.389, H114 1.083
109 C 3.997 -6.168 8.785  C108 1.389, C110 1.389, H115 1.083
110 C 3.951 -4.893 8.236  C105 1.389, C109 1.389, H116 1.083
111 H 2.846 -3.531 6.996  C105 1.084
112 H 1.038 -5.147 6.525  C106 1.084
113 H 1.131 -7.423 7.487  C107 1.083
114 H 3.020 -8.072 8.943  C108 1.083
115 H 4.824 -6.453 9.423  C109 1.083
116 H 4.745 -4.185 8.441  C110 1.083
117 C 1.072 7.811 -2.497  C118 1.388, C122 1.389, H123 1.084
118 C 0.828 8.653 -3.574  C117 1.388, C119 1.389, H124 1.083
119 C 1.718 9.676 -3.872  C118 1.389, C120 1.389, H125 1.083
120 C 2.859 9.851 -3.098  C119 1.389, C121 1.388, H126 1.083
121 C 3.105 9.006 -2.024  C120 1.388, C122 1.389, H127 1.084
122 C 2.209 7.989 -1.721  C117 1.389, C121 1.389, H128 1.084
123 H 0.375 7.015 -2.263  C117 1.084
124 H -0.058 8.513 -4.181  C118 1.083
125 H 1.524 10.337 -4.707  C119 1.083
126 H 3.556 10.646 -3.334  C120 1.083
127 H 3.996 9.142 -1.422  C121 1.084
128 H 2.399 7.333 -0.879  C122 1.084
129 C 5.465 -3.647 1.133  C130 1.389, C134 1.388, H135 1.084
130 C 5.453 -2.466 1.866  C129 1.389, C131 1.390, H136 1.086
131 C 6.310 -2.310 2.948  C130 1.390, C132 1.388, H137 1.084
132 C 7.186 -3.330 3.292  C131 1.388, C133 1.389, H138 1.083
133 C 7.200 -4.509 2.557  C132 1.389, C134 1.389, H139 1.083
134 C 6.337 -4.669 1.481  C129 1.388, C133 1.389, H140 1.083
135 H 4.794 -3.770 0.290  C129 1.084
136 H 4.772 -1.665 1.592  C130 1.086
137 H 6.296 -1.391 3.523  C131 1.084
138 H 7.857 -3.207 4.132  C132 1.083
139 H 7.885 -5.304 2.825  C133 1.083
140 H 6.346 -5.590 0.912  C134 1.083

Output
- calculated total energy (eV) = -184324.82209
- largest force on an atom (eV Å⁻¹) = 5.5
- net charge = +1

Which formula does entry 1 have? C62H60N2O42P